13
Properties=species:S:1:pos:R:3:lowdin_charge:R:1 method="wB97M-V/def2-TZVPD" largest_force_ev_per_a=0.26 lumo_ev=0.72 relative_energy_kcal_mol=69.4 gap_ev=8.520
N 1.32 1.93 0.38 0.0900
C 0.48 0.84 0.09 -0.4270
C 0.42 0.10 -1.10 -0.0404
C -0.39 -1.01 -0.86 -0.0284
C -0.81 -0.91 0.48 -0.4696
O -1.88 -1.47 1.11 0.0505
N -0.28 0.29 1.07 0.1195
H 0.82 2.70 0.80 0.0845
H 1.83 2.25 -0.43 0.0787
H 0.95 0.32 -2.02 0.1031
H -0.68 -1.78 -1.56 0.1070
H -1.97 -2.38 0.78 0.1103
H 0.20 -0.88 1.27 0.2218

---

13
Properties=species:S:1:pos:R:3:lowdin_charge:R:1 method="wB97M-V/def2-TZVPD" largest_force_ev_per_a=0.56 lumo_ev=0.90 relative_energy_kcal_mol=24.2 smiles=Nc1ccc(O)[nH]1 gap_ev=8.039
N -2.23 -0.39 0.37 0.0892
C -0.91 -0.02 0.08 -0.3985
C -0.31 1.20 0.04 -0.0599
C 1.11 0.97 0.00 -0.0576
C 1.29 -0.38 -0.05 -0.3996
O 2.40 -1.14 -0.21 0.0625
N 0.06 -1.00 -0.04 0.1384
H -2.64 -1.01 -0.32 0.0790
H -2.82 0.42 0.47 0.0833
H -0.80 2.16 -0.06 0.0950
H 1.90 1.66 0.19 0.0970
H 3.06 -0.56 -0.62 0.1114
H -0.07 -1.93 0.31 0.1598

---

13
Properties=species:S:1:pos:R:3:lowdin_charge:R:1 method="wB97M-V/def2-TZVPD" largest_force_ev_per_a=2.93 lumo_ev=0.72 relative_energy_kcal_mol=56.0 smiles="Cc1cc(=O)[nH][nH]1" gap_ev=9.382
C -1.96 -0.08 -0.05 -0.0225
C -0.46 -0.04 -0.04 -0.2990
C 0.41 -0.07 -1.09 0.0498
C 1.73 0.05 -0.51 -0.5252
O 2.92 -0.13 -0.80 -0.0169
N 1.57 0.29 0.82 0.0454
N 0.23 0.02 1.16 0.0486
H -2.40 0.91 0.15 0.0857
H -2.35 -0.78 0.70 0.0827
H -2.32 -0.41 -1.03 0.0839
H 0.18 -0.23 -2.13 0.1120
H 2.61 -0.07 0.91 0.2064
H -0.16 0.53 1.94 0.1489

---

13
Properties=species:S:1:pos:R:3:lowdin_charge:R:1 method="wB97M-V/def2-TZVPD" largest_force_ev_per_a=1.59 lumo_ev="-13.61 / -13.99" relative_energy_kcal_mol=52.3 smiles="CC1=[NH+]C=C[N+]1=O" gap_ev="7.803 / 7.575" charge=+2
C -0.73 1.66 -0.01 0.1717
C -1.70 0.70 0.02 0.1122
C 0.44 -0.24 -0.01 -0.0371
C 1.36 -1.30 -0.03 0.0958
N 0.53 1.06 -0.03 0.2378
N -1.08 -0.51 0.00 -0.0468
O -1.52 -1.61 -0.01 0.3520
H -0.85 2.74 -0.02 0.1902
H -2.77 0.82 0.03 0.1895
H 1.66 -1.65 0.99 0.1886
H 2.33 -1.04 -0.47 0.1576
H 0.92 -2.23 -0.43 0.1519
H 1.40 1.61 -0.05 0.2367

---

13
Properties=species:S:1:pos:R:3:lowdin_charge:R:1 method="wB97M-V/def2-TZVPD" largest_force_ev_per_a=6.73 lumo_ev="-11.76 / -13.89" relative_energy_kcal_mol=42.5 spin_multiplicity=3 gap_ev="8.257 / 9.184" charge=+2
C 1.27 -0.50 0.18 0.2021
C -0.72 0.47 -0.28 -0.1800
C 2.62 -0.44 0.57 0.0880
C -1.95 -0.07 -0.96 0.0915
N 0.08 -0.66 -0.04 0.2945
N -0.57 1.71 -0.11 0.1377
O -0.65 2.84 -0.08 0.4211
H 2.98 -1.46 0.70 0.1616
H 2.82 -0.06 1.61 0.1827
H 3.45 0.00 -0.03 0.1716
H -1.68 -0.21 -2.00 0.1425
H -2.95 0.48 -0.76 0.1746
H -1.82 -1.06 -0.51 0.1121

---

14
Properties=species:S:1:pos:R:3:lowdin_charge:R:1 method="wB97M-V/def2-TZVPD" largest_force_ev_per_a=8.81 lumo_ev=0.24 relative_energy_kcal_mol=258.7 gap_ev=9.627
C -1.25 0.15 0.05 -0.4057
C 1.72 -1.01 -0.14 -0.0177
C 1.20 0.58 -0.34 -0.3082
C -0.02 0.92 0.41 -0.1909
H -1.54 -1.80 0.30 0.2742
H 1.49 -1.49 -1.49 0.2124
H 2.48 -1.56 0.59 0.1251
H 0.83 0.61 -1.26 0.0680
H 1.34 2.37 0.70 0.0976
H 0.08 0.99 1.67 0.2111
N -0.70 -1.13 -0.51 0.0906
N 0.96 1.93 -0.14 0.0812
O -2.46 0.35 -0.10 0.0679
O 0.41 -1.43 0.62 -0.3056

---

14
Properties=species:S:1:pos:R:3:lowdin_charge:R:1 method="wB97M-V/def2-TZVPD" largest_force_ev_per_a=5.16 lumo_ev=0.52 relative_energy_kcal_mol=125.5 gap_ev=9.365
C 0.01 -2.24 1.04 -0.1090
N 0.41 0.70 -1.59 -0.0177
C -0.09 1.44 -0.15 -0.4736
N -1.41 1.31 0.11 0.1751
O 1.64 1.25 -1.96 -0.0247
C 0.46 -0.33 -0.72 -0.1770
C 0.49 -1.28 0.07 -0.0320
O 0.61 2.34 0.26 0.0886
H 2.04 1.70 -1.19 0.0972
H -1.91 0.52 -0.28 0.1157
H -1.90 2.09 0.51 0.1184
H 0.83 -2.55 1.70 0.0766
H -0.81 -1.81 1.65 0.0836
H -0.35 -3.15 0.55 0.0788

---

14
Properties=species:S:1:pos:R:3:lowdin_charge:R:1 method="wB97M-V/def2-TZVPD" largest_force_ev_per_a=4.04 lumo_ev=0.91 relative_energy_kcal_mol=105.8 smiles="C1OC2=NNC[C@@H]2O1" gap_ev=9.705
C -0.67 0.87 1.89 -0.1371
C 0.47 -0.40 0.27 -0.1709
C 0.28 -1.16 -1.04 -0.1655
C 0.10 1.00 -0.20 -0.3846
H -1.66 0.83 2.30 0.1355
H 0.23 1.20 2.51 0.1511
H 1.43 -0.52 0.86 0.1727
H -0.75 -1.73 -1.00 0.1410
H 1.00 -2.07 -1.32 0.1449
H 0.16 -0.56 -2.92 0.1046
N 0.45 -0.05 -2.06 -0.0687
N -0.24 1.14 -1.44 0.1493
O -0.49 -0.39 1.41 -0.0825
O -0.31 1.84 0.75 0.0102

---

14
Properties=species:S:1:pos:R:3:lowdin_charge:R:1 method="wB97M-V/def2-TZVPD" largest_force_ev_per_a=6.81 lumo_ev=0.88 relative_energy_kcal_mol=160.5 smiles="C=NO[C@H]1CC=NO1" gap_ev=9.722
C 0.54 -2.97 0.07 -0.0461
C -0.08 0.31 -0.48 -0.4001
C -0.97 1.40 -0.17 -0.0880
C -0.05 2.25 0.63 -0.0900
H 0.59 -3.94 -0.71 0.1662
H 0.35 -2.91 1.09 0.0648
H -0.11 -0.06 -1.45 0.1243
H -1.80 1.15 0.51 0.1452
H -1.44 1.85 -0.91 0.0704
H -0.14 3.03 1.37 0.0998
N 0.47 -1.95 -0.56 0.0669
N 1.21 1.79 0.58 0.0115
O 0.05 -0.73 0.29 -0.0524
O 1.38 0.79 -0.28 -0.0727

---

14
Properties=species:S:1:pos:R:3:lowdin_charge:R:1 method="wB97M-V/def2-TZVPD" largest_force_ev_per_a=10.46 lumo_ev=0.56 relative_energy_kcal_mol=262.9 gap_ev=8.787
C -1.08 1.15 0.32 -0.1822
C 1.10 0.11 0.35 -0.3049
C 1.64 -1.18 -0.06 0.0571
C 0.16 -0.71 -0.06 -0.2646
H -2.39 0.10 -0.99 0.2395
H -1.98 1.63 0.72 0.1377
H 0.83 0.23 1.51 0.2235
H 2.02 -1.84 0.65 0.0654
H 2.37 -1.19 -0.95 0.1506
H -0.06 -0.49 -1.27 0.1995
N -1.13 -0.26 0.42 -0.1936
N -0.15 1.81 -0.24 -0.0177
O -2.32 -0.85 -0.19 -0.0936
O 1.00 1.47 -0.20 -0.0166

---

14
Properties=species:S:1:pos:R:3:lowdin_charge:R:1 method="wB97M-V/def2-TZVPD" largest_force_ev_per_a=6.90 lumo_ev=-0.29 relative_energy_kcal_mol=176.3 smiles="C=C(/C=N/O)/C=N/O" gap_ev=8.361
C -0.57 1.15 -0.57 -0.1365
C -0.16 -0.25 -0.28 -0.2711
C -0.95 -1.43 -0.59 0.0720
C 1.03 -0.50 0.65 -0.1422
H -1.86 3.22 -2.16 0.1100
H -0.31 1.93 0.43 0.1948
H -0.31 -2.27 -0.25 0.0335
H -2.18 -1.57 -0.89 0.1430
H 1.45 0.47 0.88 0.1062
H 2.56 -2.21 2.70 0.1628
N -1.15 1.52 -1.75 0.0206
N 1.33 -1.63 1.17 -0.0115
O -1.15 2.91 -1.53 -0.1507
O 2.25 -1.33 2.19 -0.1308

---

14
Properties=species:S:1:pos:R:3:lowdin_charge:R:1 method="wB97M-V/def2-TZVPD" largest_force_ev_per_a=7.09 lumo_ev=-0.03 relative_energy_kcal_mol=216.2 gap_ev=7.914
C -2.26 0.21 0.05 -0.2022
C 0.18 0.11 -0.06 -0.1964
C 1.80 -1.27 -0.11 -0.2157
C 1.47 0.85 0.05 -0.4022
H -2.09 -1.18 -0.21 0.1336
H -2.94 0.31 1.40 0.1601
H -3.05 1.03 -1.17 0.1987
H -0.10 -1.97 0.40 0.1566
H 2.35 -2.32 -0.45 0.1686
H 1.08 2.58 0.65 0.2671
N 0.40 -1.24 -0.14 0.0740
N 2.35 -0.12 0.03 0.0938
O -1.07 0.89 -0.28 -0.2473
O 1.87 2.13 -0.15 0.0114